(1)
Molecular formula: C30H31BrN6O3SSe2V
Method: DFT, ωB97M-V/def2-TZVPD

The calculation puts the LUMO energy (alpha / beta) at -3.503 / -4.097 eV. The expectation value of S² is 2.030. The calculation puts the strongest force on any atom at 4.328 eV/A. The multiplicity is 3. Its total charge is +1. The HOMO energy (alpha / beta) is -0.3776 / -0.3779 Ha. The gap between HOMO and LUMO (alpha / beta) comes out at 0.2488 / 0.2274 hartree. The energy above the lowest of the compared OMol25 structures with the same formula, charge and spin is 11.0 kcal per mole.

Each line ends with the Mulliken charge.
Element x y z (Å)
V 0.39720 0.34773 -0.81197  0.00
N -1.42755 0.13390 -4.77893  -0.42
C -0.94614 0.43812 -3.56542  0.75
S 0.59826 -0.20854 -3.07670  -0.50
N -1.62800 1.21729 -2.77214  -1.40
N -1.00630 1.47285 -1.60354  1.30
C -1.44597 2.50007 -0.90983  0.78
C -2.68803 3.22202 -1.23213  -0.20
C -3.86833 2.50287 -1.42604  -0.18
C -5.05178 3.16776 -1.68948  -0.87
C -5.07158 4.55373 -1.76982  -0.42
C -3.89662 5.27099 -1.60926  -0.89
C -2.70911 4.61210 -1.33641  -0.25
C -0.56402 2.82345 0.19148  0.24
C -0.66133 3.91720 1.04780  -0.74
C 0.33509 4.13331 1.98143  -0.74
C 1.39440 3.23491 2.06233  -1.13
C 1.40991 2.14451 1.22195  -0.15
N 0.45647 1.93323 0.29888  0.46
H -0.81999 -0.33277 -5.42848  0.26
H -2.20259 0.67113 -5.13240  0.25
H -3.85252 1.42340 -1.36149  0.45
H -5.96417 2.60509 -1.83208  0.41
H -5.99672 5.07357 -1.97706  0.41
H -3.89755 6.34870 -1.69747  0.41
H -1.78418 5.16760 -1.24840  0.62
H -1.51202 4.57676 0.96793  0.71
H 0.29210 4.98677 2.64304  0.47
H 2.18987 3.37151 2.77881  0.52
H 2.19877 1.40700 1.28880  0.48
C 4.11087 -4.43873 1.16470  -0.96
Se 3.68873 -2.72955 1.97837  0.05
C 2.00743 -3.34217 2.78874  -0.77
C 1.39191 -2.29553 3.68026  -1.08
Se 0.54823 -0.74177 2.76706  0.34
C -0.85150 -0.53444 4.11333  -1.29
H 3.36842 -4.65414 0.40047  0.28
H 4.12102 -5.20294 1.93771  0.33
H 5.09553 -4.35490 0.71403  0.35
H 2.27952 -4.21275 3.38706  0.49
H 1.33585 -3.65344 1.98662  0.37
H 2.15592 -1.89668 4.34633  0.47
H 0.58486 -2.73344 4.26727  0.44
H -0.39789 -0.49155 5.09958  0.42
H -1.54722 -1.36750 4.04807  0.39
H -1.36896 0.40057 3.91137  0.33
Br 5.50247 3.06514 -0.97547  -0.20
C 5.29475 1.22328 -1.39272  -0.30
C 6.34794 0.49052 -1.91245  -0.35
C 6.15027 -0.85074 -2.21009  -0.77
C 4.92909 -1.45658 -1.96833  -0.66
C 3.88918 -0.71627 -1.41829  0.54
C 4.06486 0.63862 -1.15626  0.46
C 2.56758 -1.36137 -1.15221  -0.36
O 2.22620 -2.42115 -1.62860  -0.59
O 1.71985 -0.63106 -0.44079  0.02
H 7.30554 0.96006 -2.08726  0.42
H 6.96257 -1.42180 -2.63804  0.41
H 4.75631 -2.49633 -2.20884  0.50
H 3.24933 1.24222 -0.78638  0.22
N -4.52933 -4.46529 0.55446  -0.32
C -4.18979 -3.34394 1.22805  0.22
O -4.70955 -3.00967 2.27127  -0.60
C -3.10018 -2.49484 0.62498  0.72
C -2.14090 -2.92669 -0.28282  -0.91
C -1.17314 -2.04293 -0.72415  -0.76
N -1.12746 -0.76764 -0.32004  1.16
C -2.03885 -0.35535 0.57589  -0.27
C -3.02778 -1.17559 1.06211  -0.88
H -5.29769 -5.00795 0.91333  0.25
H -4.16992 -4.69628 -0.35319  0.16
H -2.11999 -3.94605 -0.64201  0.37
H -0.41472 -2.35899 -1.43168  0.47
H -1.97771 0.67419 0.90416  0.57
H -3.74926 -0.81479 1.78104  0.63


(2)
Molecular formula: C30H31F32N2O4P
Method: DFT, ωB97M-V/def2-TZVPD

The calculation puts the LUMO energy at 0.024 eV. As for the SMILES: C=CC[C@@H](C#N)[C@H](C#N)P(C)CC.FC(F)C(F)(F)COC(F)(F)C(F)F.FC(F)C(F)(F)COC(F)(F)C(F)F.FC(F)C(F)(F)COC(F)(F)C(F)F.FC(F)C(F)(F)COC(F)(F)C(F)F. The calculation puts the strongest force on any atom at 1.689 eV/A. Its total charge is 0. The HOMO energy is -0.3238 Ha. The gap between HOMO and LUMO comes out at 0.3247 hartree. The energy above the lowest of the compared OMol25 structures with the same formula, charge and spin is 0.0 kcal per mole.

Each line ends with the Mulliken charge.
Element x y z (Å)
C -2.22505 5.51807 -0.77750  -0.73
C -1.28546 5.29297 0.17502  -0.58
C -1.01454 3.92283 0.76554  -0.07
C -0.37538 2.97404 -0.26803  0.30
C 1.03699 3.28506 -0.49996  -0.27
N 2.16596 3.45132 -0.34776  -0.61
C -0.59949 1.44127 -0.04979  0.42
C -1.92527 1.14832 -0.56308  -0.53
N -2.98837 0.99982 -0.97710  -0.37
P -0.33003 0.66716 1.65110  0.06
C 0.83463 1.74106 2.60720  -1.03
C -1.97738 0.72718 2.50366  -0.55
C -2.36042 2.00120 3.29662  -0.96
H -3.02630 6.24251 -0.68200  0.28
H -2.23733 4.92356 -1.69211  0.26
H -0.70700 6.14638 0.52497  0.40
H -2.00181 3.51317 0.96247  0.12
H -0.44167 4.00776 1.68182  0.33
H -0.87870 3.21491 -1.20997  0.46
H 0.10387 0.92270 -0.70416  0.51
H 1.67692 1.09227 2.83458  0.30
H 1.16562 2.62424 2.07263  0.36
H 0.38627 2.00081 3.56506  0.44
H -1.90275 -0.09781 3.21089  0.49
H -2.76253 0.45982 1.80007  0.24
H -3.23827 2.45316 2.83034  0.14
H -2.66678 1.72906 4.30343  0.33
H -1.59785 2.77255 3.30974  0.26
F 4.92689 -2.43986 -0.14980  -0.23
C 4.98919 -2.77603 1.15285  0.34
F 4.02148 -3.69251 1.38811  -0.27
C 4.75299 -1.56634 2.06047  0.89
F 3.50150 -1.08838 1.88079  -0.21
F 4.81617 -2.04581 3.33618  -0.31
C 5.76048 -0.40621 1.99097  -0.94
O 5.40605 0.73219 1.22685  -0.44
C 5.67414 0.82233 -0.11758  0.81
F 6.44109 -0.19774 -0.54680  -0.29
F 6.38572 1.95501 -0.30415  -0.32
C 4.38761 0.95569 -0.93258  0.57
F 3.59338 -0.12393 -0.75343  -0.21
F 4.69165 1.02682 -2.24974  -0.30
H 5.96024 -3.23307 1.36492  0.03
H 5.81100 -0.02506 3.00980  0.42
H 6.76711 -0.75494 1.75906  0.49
H 3.83459 1.84771 -0.63914  -0.02
F -3.67055 -1.60658 -5.29845  -0.23
C -4.24634 -1.66715 -4.08123  0.13
F -4.41452 -2.97535 -3.77193  -0.27
C -5.61252 -0.97846 -4.06809  0.93
F -6.46977 -1.61866 -4.89544  -0.29
F -6.08224 -1.13322 -2.80078  -0.28
C -5.65275 0.53314 -4.35547  -0.63
O -6.01573 0.94746 -5.66450  -0.46
C -5.09033 1.09023 -6.66443  0.75
F -3.83102 0.95417 -6.21483  -0.29
F -5.20541 2.35352 -7.13726  -0.31
C -5.38233 0.14800 -7.83591  0.21
F -5.34141 -1.13611 -7.43404  -0.22
F -4.43883 0.32265 -8.78935  -0.26
H -3.58185 -1.21556 -3.33929  0.20
H -6.46168 0.90986 -3.73367  0.22
H -4.75183 1.03566 -4.00372  0.54
H -6.36774 0.35972 -8.25519  0.24
F 9.36857 -7.04849 2.72826  -0.22
C 10.52831 -7.17495 2.05475  0.10
F 11.12366 -8.31614 2.46872  -0.27
C 11.46920 -5.99961 2.33327  0.87
F 11.81584 -5.98445 3.63712  -0.27
F 12.60161 -6.25880 1.61910  -0.33
C 11.01029 -4.59428 1.90683  -0.71
O 10.46592 -3.74745 2.90651  -0.38
C 9.13482 -3.75703 3.22495  0.82
F 8.42101 -4.51895 2.37478  -0.29
F 8.68160 -2.48700 3.07857  -0.32
C 8.90246 -4.15112 4.68595  0.20
F 9.37577 -5.38762 4.92131  -0.23
F 7.57315 -4.14940 4.93202  -0.24
H 10.31974 -7.25999 0.98465  0.30
H 11.92524 -4.08496 1.60940  0.41
H 10.38430 -4.62538 1.01511  0.33
H 9.39954 -3.44377 5.35264  0.25
F -9.53540 3.49412 -0.26603  -0.21
C -10.49662 2.66945 0.19265  0.07
F -11.25772 3.37004 1.06489  -0.27
C -9.90112 1.46023 0.91841  0.90
F -9.22902 1.86720 2.01608  -0.27
F -10.96969 0.72995 1.34974  -0.33
C -9.02360 0.49249 0.10560  -0.74
O -7.61807 0.62408 0.21977  -0.34
C -6.89613 1.47256 -0.58205  0.62
F -7.66433 2.00206 -1.55824  -0.33
F -5.94856 0.73490 -1.18829  -0.23
C -6.17296 2.54772 0.23290  0.45
F -7.05354 3.30113 0.91980  -0.25
F -5.49214 3.35890 -0.60909  -0.23
H -11.12862 2.34924 -0.64022  0.29
H -9.22586 -0.48742 0.53482  0.44
H -9.34297 0.43215 -0.93492  0.30
H -5.47701 2.08204 0.93339  0.11


What is the total charge in the second record?
0


Which of these has the highest strongest force on any atom?
C30H31BrN6O3SSe2V